{"formula": "C9H12CrF6N4O5S3", "method": "ωB97M-V/def2-TZVPD", "symbols": ["Cr", "N", "C", "C", "N", "H", "H", "H", "H", "H", "H", "H", "H", "O", "N", "C", "C", "C", "C", "C", "S", "H", "H", "H", "H", "F", "C", "F", "F", "S", "O", "O", "N", "S", "O", "O", "C", "F", "F", "F"], "positions_angstrom": [[0.26190, 0.19331, 0.08752], [0.55602, 2.08974, 1.09175], [-0.23823, 2.04673, 2.33487], [-0.09841, 0.67259, 2.96572], [-0.53985, -0.33207, 1.99019], [1.54182, 2.20388, 1.30581], [0.28624, 2.88902, 0.52789], [-1.27998, 2.22628, 2.06048], [0.05960, 2.82455, 3.04284], [-0.66071, 0.62808, 3.90282], [0.95066, 0.46952, 3.18992], [-1.55126, -0.31778, 1.88316], [-0.27270, -1.26836, 2.27156], [-0.11545, -1.61636, -0.66867], [0.91002, -2.45498, -0.85222], [0.63919, -3.55403, -1.58998], [1.60476, -4.48786, -1.83999], [2.88604, -4.27075, -1.32278], [3.13943, -3.14150, -0.59091], [2.13681, -2.18776, -0.34275], [2.38301, -0.75301, 0.57843], [-0.37664, -3.59217, -1.94850], [1.36224, -5.35436, -2.43571], [3.67726, -4.98514, -1.50595], [4.11979, -2.93955, -0.18472], [-0.79437, 3.16648, -1.65436], [-2.06301, 2.77927, -1.85871], [-2.82694, 3.36697, -0.93906], [-2.43722, 3.18680, -3.06715], [-2.25713, 0.94918, -1.74076], [-1.76950, 0.67735, -0.38197], [-3.64637, 0.74835, -1.97557], [-1.41580, 0.29513, -2.87105], [0.14541, 0.18493, -3.02001], [0.87585, 0.77627, -1.89989], [0.53939, -1.09323, -3.50253], [0.49357, 1.32622, -4.42152], [1.79228, 1.26198, -4.70808], [-0.20966, 0.95148, -5.48278], [0.18158, 2.58147, -4.11174]], "forces_ev_per_a": [[0.19, -0.53, 0.05], [0.00, 0.02, -0.11], [0.01, 0.05, 0.00], [-0.02, 0.03, 0.05], [-0.12, 0.14, -0.09], [0.00, 0.00, -0.01], [-0.02, 0.01, -0.01], [0.00, -0.04, 0.01], [-0.01, -0.03, 0.01], [0.01, 0.02, -0.02], [0.00, 0.01, 0.00], [0.00, -0.04, 0.03], [0.09, 0.00, -0.05], [-0.01, 0.08, 0.14], [-0.10, 0.00, -0.11], [0.14, 0.01, 0.03], [-0.05, 0.08, 0.03], [-0.01, -0.08, -0.05], [0.01, 0.09, 0.06], [0.00, 0.01, 0.00], [-0.01, -0.08, 0.04], [-0.02, -0.02, -0.02], [0.02, -0.01, 0.00], [0.00, 0.00, 0.00], [0.01, 0.00, 0.00], [-0.11, -0.06, 0.13], [0.04, 0.12, -0.31], [0.02, -0.04, -0.01], [0.00, 0.06, 0.13], [-0.19, -0.25, 0.35], [0.09, 0.26, -0.36], [0.04, -0.02, 0.10], [0.09, 0.23, -0.24], [-0.27, -0.02, 0.37], [-0.04, 0.07, 0.01], [0.12, -0.09, -0.09], [0.09, -0.04, -0.01], [-0.06, 0.03, -0.01], [0.04, 0.04, 0.00], [0.01, -0.01, -0.04]], "orbital_gap_ev": [7.664, 6.676], "spin_multiplicity": 3, "total_energy_ev": -102957.9433, "charge": 0, "s_squared": 2.009}

{"formula": "C3H8ClN4S", "method": "ωB97M-V/def2-TZVPD", "symbols": ["C", "C", "C", "N", "N", "N", "N", "S", "Cl", "H", "H", "H", "H", "H", "H", "H", "H"], "positions_angstrom": [[0.18461, 0.76722, 0.10000], [2.32128, 0.58529, 1.18753], [-3.88884, -0.11279, -1.41316], [-1.08094, 0.17926, 0.24414], [1.05833, 0.19775, 0.78418], [-1.01693, -0.61414, 1.09980], [-0.92165, -1.41420, 1.85129], [-3.38354, -1.27739, -0.17429], [5.11958, -1.41146, -0.38850], [0.26276, 1.50803, -0.72341], [2.65995, -0.13025, 1.87149], [2.95660, 0.56208, 0.33234], [2.46048, 1.58000, 1.77602], [-3.29251, 0.02199, -2.36595], [-4.07302, 0.82225, -0.93976], [-4.83371, -0.60920, -1.81767], [5.46757, -0.65444, -1.42404]], "forces_ev_per_a": [[0.62, 0.29, -1.81], [1.27, 2.34, 1.39], [-0.47, -1.59, -1.85], [-1.57, 5.00, -4.98], [-0.78, 0.59, 0.31], [-0.26, -5.14, 4.69], [-0.14, -0.83, 1.23], [0.33, 0.57, -0.88], [0.31, 0.82, -1.08], [-0.04, -0.15, 0.89], [0.82, -1.24, 0.84], [0.92, 0.19, -0.73], [-0.78, -1.27, -1.46], [-0.01, -0.39, 1.41], [-0.51, 0.75, 0.28], [0.59, 0.86, 0.68], [-0.31, -0.81, 1.06]], "orbital_gap_ev": [4.368, 7.151], "total_energy_ev": -32544.8699, "charge": 1}

{"formula": "C47H55CrN7O2SSe", "method": "ωB97M-V/def2-TZVPD", "symbols": ["Cr", "C", "C", "C", "C", "C", "C", "C", "C", "C", "C", "C", "C", "N", "C", "O", "C", "C", "C", "C", "C", "N", "C", "O", "N", "C", "C", "C", "C", "C", "C", "C", "C", "C", "C", "C", "C", "H", "H", "H", "H", "H", "H", "H", "H", "H", "H", "H", "H", "H", "H", "H", "H", "H", "H", "H", "H", "H", "H", "H", "H", "H", "H", "H", "H", "H", "H", "H", "H", "H", "H", "H", "H", "H", "N", "C", "S", "N", "N", "C", "C", "C", "C", "C", "C", "N", "H", "H", "H", "H", "H", "H", "H", "C", "C", "C", "C", "C", "C", "Se", "C", "C", "C", "H", "H", "H", "H", "H", "H", "H", "H", "H", "H", "H"], "positions_angstrom": [[0.70461, -0.04049, 0.12749], [3.76314, 1.91402, -1.22289], [4.88377, 0.88665, -1.22391], [5.74502, 1.14672, -2.47415], [4.50300, -0.59974, -1.23166], [5.61170, -1.43876, -1.08604], [5.53992, -2.79862, -1.28605], [4.32300, -3.35128, -1.64953], [3.17255, -2.57829, -1.73052], [1.88653, -3.28607, -2.14388], [1.73406, -4.65891, -1.47748], [1.84341, -3.45718, -3.67016], [3.24141, -1.17800, -1.47799], [2.02028, -0.43136, -1.44626], [1.49779, -0.09231, -2.63598], [2.10611, -0.04461, -3.71161], [0.03219, 0.25049, -2.57735], [-0.57887, 0.78809, -3.67291], [-1.95396, 1.13431, -3.57507], [-2.60875, 0.89163, -2.40623], [-1.95397, 0.26584, -1.31434], [-0.60091, -0.04630, -1.41713], [-2.76263, -0.07325, -0.18398], [-3.99924, 0.05542, -0.19300], [-2.16656, -0.64659, 0.95869], [-2.91882, -1.64460, 1.64302], [-3.44157, -1.50389, 2.94315], [-4.21249, -2.53033, 3.48231], [-4.52196, -3.67098, 2.76617], [-4.03311, -3.79463, 1.47880], [-3.21742, -2.82234, 0.91260], [-2.69469, -3.09148, -0.49310], [-3.82616, -2.98042, -1.52518], [-2.01350, -4.45825, -0.59435], [-3.32887, -0.23527, 3.77017], [-4.66825, 0.51116, 3.73913], [-2.86910, -0.50619, 5.20404], [4.18628, 2.92260, -1.16054], [3.19653, 1.83797, -2.15333], [3.09083, 1.77718, -0.37855], [5.49845, 1.04696, -0.33237], [5.15167, 0.92484, -3.36657], [6.05526, 2.19612, -2.51282], [6.64002, 0.52234, -2.49581], [6.56183, -0.98879, -0.81364], [6.42232, -3.42078, -1.17794], [4.26848, -4.41234, -1.86491], [1.03881, -2.67473, -1.83098], [2.46090, -5.37815, -1.86613], [1.85725, -4.57977, -0.39629], [0.73907, -5.05838, -1.67915], [2.67638, -4.09163, -3.99487], [0.90489, -3.93135, -3.97901], [1.93007, -2.49415, -4.17054], [0.01175, 0.95432, -4.56190], [-2.46501, 1.59700, -4.41092], [-3.65054, 1.14360, -2.26321], [-4.61655, -2.41289, 4.48200], [-5.13743, -4.44740, 3.20595], [-4.28083, -4.67827, 0.90096], [-1.93605, -2.35071, -0.73479], [-4.57096, -3.76904, -1.36667], [-4.32016, -2.01174, -1.43745], [-3.42867, -3.07916, -2.54021], [-2.69860, -5.27897, -0.36204], [-1.64715, -4.60752, -1.61413], [-1.16696, -4.50380, 0.09126], [-2.57545, 0.39997, 3.33913], [-5.44620, -0.06101, 4.25597], [-4.58144, 1.48924, 4.22444], [-4.98863, 0.66035, 2.70483], [-3.62548, -1.04062, 5.78627], [-1.95682, -1.10461, 5.18679], [-2.65568, 0.43605, 5.71680], [0.49128, -2.52355, 3.51537], [0.11234, -1.77625, 2.41962], [0.55632, -2.38314, 0.84810], [-0.51779, -0.67831, 2.66405], [-0.93314, 0.01737, 1.47548], [-1.16707, 1.42138, 1.71659], [-0.55728, 2.35585, 0.93291], [-0.86485, 3.76150, 1.05505], [-0.35529, 4.65313, 0.17119], [0.49512, 4.20467, -0.87479], [0.81083, 2.87524, -0.90841], [0.36731, 1.96564, -0.02691], [0.59452, -1.95904, 4.34748], [1.28359, -3.11152, 3.32335], [-1.93284, 1.71562, 2.41673], [-1.53350, 4.06195, 1.85282], [-0.60565, 5.70559, 0.25133], [0.88986, 4.88183, -1.61913], [1.46758, 2.49880, -1.68138], [8.49303, -0.12795, 2.95248], [7.02738, 0.05150, 2.64215], [6.45867, 1.31088, 2.53030], [5.09420, 1.49132, 2.29854], [4.57320, 2.90249, 2.17575], [4.24950, 0.37318, 2.18896], [2.34471, 0.65225, 2.13330], [4.82281, -0.91228, 2.25304], [4.00338, -2.16531, 2.12847], [6.19073, -1.04576, 2.47818], [9.00662, 0.83485, 2.98146], [8.98650, -0.75558, 2.20479], [8.62723, -0.61025, 3.92478], [7.09358, 2.19029, 2.62243], [4.34122, 3.31658, 3.16256], [3.65237, 2.92187, 1.59431], [5.32067, 3.54513, 1.70248], [3.08695, -1.99430, 1.57634], [3.72826, -2.53575, 3.12379], [4.56996, -2.94635, 1.62040], [6.61344, -2.04827, 2.53331]], "forces_ev_per_a": [[0.59, -0.39, -0.16], [0.08, -0.17, 0.11], [-0.15, -0.02, -0.18], [0.01, -0.02, 0.02], [-0.05, 0.07, -0.01], [0.02, -0.01, 0.06], [0.00, 0.01, -0.01], [0.01, 0.01, -0.01], [-0.07, 0.13, 0.08], [0.14, -0.06, -0.01], [-0.01, 0.10, 0.05], [-0.06, 0.10, 0.07], [0.20, 0.01, 0.16], [-0.28, -0.13, 0.08], [0.27, 0.03, 0.00], [-0.02, -0.11, -0.06], [-0.06, -0.14, -0.11], [-0.02, 0.06, 0.00], [0.00, 0.03, 0.03], [0.01, -0.01, -0.02], [0.17, 0.11, -0.15], [-0.43, -0.21, -0.13], [0.01, 0.05, 0.24], [-0.18, -0.05, -0.06], [0.14, 0.18, -0.06], [-0.01, -0.24, 0.12], [-0.01, 0.12, -0.03], [-0.04, -0.05, 0.06], [0.07, 0.11, -0.04], [-0.04, -0.03, 0.06], [0.24, 0.08, -0.04], [-0.13, -0.05, -0.06], [0.03, 0.11, 0.08], [-0.01, 0.03, 0.05], [-0.12, -0.14, 0.09], [0.04, 0.02, -0.10], [0.03, -0.05, -0.06], [0.02, -0.04, -0.02], [0.10, 0.02, 0.03], [0.02, 0.00, -0.01], [0.01, -0.03, -0.02], [0.04, 0.03, 0.03], [-0.02, -0.03, 0.01], [-0.02, 0.02, -0.02], [-0.03, 0.01, -0.01], [-0.02, 0.01, 0.01], [-0.02, 0.04, 0.05], [-0.01, 0.09, -0.05], [-0.03, 0.02, 0.00], [-0.01, -0.05, -0.04], [-0.03, -0.01, 0.00], [-0.06, 0.02, 0.01], [0.06, 0.01, 0.03], [0.01, 0.05, -0.04], [0.01, -0.03, 0.02], [-0.01, 0.02, 0.01], [0.01, -0.02, -0.02], [0.04, 0.01, -0.01], [-0.01, 0.00, -0.02], [0.04, 0.02, 0.00], [0.02, 0.06, 0.05], [0.03, 0.03, -0.02], [-0.03, -0.02, -0.04], [-0.01, -0.02, 0.05], [0.00, 0.02, -0.05], [0.02, 0.00, 0.03], [0.00, -0.06, -0.04], [0.06, -0.04, -0.12], [0.04, 0.02, -0.02], [0.00, -0.05, 0.00], [0.02, 0.03, 0.04], [0.01, 0.02, -0.01], [0.00, 0.05, 0.04], [-0.01, -0.03, -0.02], [-0.07, -0.03, 0.07], [0.01, 0.09, -0.21], [-0.02, 0.19, 0.01], [-0.46, 0.05, 0.20], [-0.03, -0.05, -0.10], [0.05, -0.02, 0.05], [0.05, -0.24, -0.12], [0.03, 0.07, -0.03], [0.02, -0.17, 0.02], [-0.04, 0.16, 0.02], [-0.02, -0.09, -0.05], [-0.10, 0.38, 0.24], [-0.03, 0.00, -0.01], [0.12, -0.01, 0.00], [0.07, 0.00, 0.01], [0.02, 0.03, -0.03], [-0.01, 0.00, 0.03], [0.01, -0.04, 0.00], [-0.18, 0.01, 0.07], [-0.08, -0.02, -0.07], [-0.03, 0.02, 0.00], [0.00, 0.02, -0.01], [0.04, 0.06, -0.04], [0.03, -0.08, 0.02], [-0.08, -0.08, -0.22], [-0.03, -0.09, 0.23], [0.15, 0.03, 0.06], [0.06, 0.05, 0.04], [-0.04, 0.00, 0.00], [0.00, -0.02, -0.01], [0.00, 0.02, 0.03], [0.04, 0.01, -0.01], [-0.03, -0.02, 0.00], [-0.05, 0.00, -0.05], [0.05, 0.06, 0.03], [0.02, -0.01, 0.04], [-0.10, 0.02, -0.06], [-0.03, 0.04, -0.03], [0.07, -0.03, -0.01], [-0.04, 0.04, -0.02]], "orbital_gap_ev": [4.564, 5.755], "spin_multiplicity": 5, "total_energy_ev": -168764.5887, "charge": -2, "s_squared": 6.059}

{"formula": "C21H28N4O4RhS", "method": "ωB97M-V/def2-TZVPD", "symbols": ["Rh", "N", "C", "S", "N", "N", "C", "C", "C", "C", "C", "C", "N", "H", "H", "H", "H", "H", "H", "H", "C", "O", "C", "C", "O", "C", "H", "H", "H", "H", "H", "H", "H", "H", "H", "H", "C", "C", "C", "C", "C", "C", "C", "C", "C", "C", "O", "O", "H", "H", "H", "H", "H", "H", "H", "H", "H", "H", "H"], "positions_angstrom": [[-0.14099, -0.27221, -0.45635], [-2.46932, -3.48503, 1.29950], [-1.67893, -2.44492, 1.03721], [-0.62167, -2.56838, -0.35426], [-1.66298, -1.44650, 1.88087], [-0.95419, -0.38045, 1.46800], [-0.53806, 0.48591, 2.30410], [0.17936, 1.64215, 1.78470], [0.59131, 2.68843, 2.58873], [1.26556, 3.75418, 2.01101], [1.49557, 3.75007, 0.64603], [1.06391, 2.65966, -0.09254], [0.43180, 1.63168, 0.46857], [-2.43139, -4.31038, 0.72919], [-3.02628, -3.47998, 2.13799], [-0.71553, 0.35090, 3.36561], [0.38521, 2.66286, 3.65022], [1.60472, 4.58126, 2.62076], [2.00087, 4.57068, 0.15741], [1.23503, 2.59879, -1.15863], [2.08179, -0.12741, -3.07774], [2.09280, -0.02485, -1.64824], [3.09780, -0.83412, -1.05779], [3.12206, -0.44931, 0.38889], [1.90603, -0.84969, 1.01004], [2.01275, -2.10855, 1.68006], [3.07395, 0.10366, -3.46952], [1.35858, 0.58953, -3.45054], [1.78016, -1.12696, -3.39572], [4.06979, -0.64153, -1.52067], [2.85560, -1.89646, -1.18054], [3.17084, 0.63782, 0.46176], [3.98609, -0.87609, 0.90092], [2.82321, -2.06395, 2.41039], [2.19271, -2.92748, 0.98275], [1.07333, -2.28426, 2.19523], [-6.22823, 0.66614, -6.02723], [-5.05873, 0.51918, -5.08986], [-4.50041, 1.62309, -4.45637], [-3.45349, 1.48992, -3.55519], [-2.85701, 2.70468, -2.88568], [-2.95481, 0.21001, -3.30254], [-3.45552, -0.91476, -3.96596], [-2.86523, -2.28424, -3.74586], [-4.51213, -0.73590, -4.84446], [-1.89711, 0.04144, -2.28107], [-0.74941, -0.38236, -2.57372], [-2.12834, 0.32366, -1.05580], [-6.67352, 1.65726, -5.95761], [-6.99555, -0.07532, -5.80227], [-5.91320, 0.50508, -7.06061], [-4.89271, 2.61327, -4.66326], [-3.23412, 3.62022, -3.33802], [-1.76754, 2.70332, -2.97720], [-3.09682, 2.72248, -1.82158], [-2.68051, -2.48053, -2.68836], [-1.90589, -2.36644, -4.25896], [-3.52759, -3.05646, -4.13277], [-4.93008, -1.59958, -5.35259]], "forces_ev_per_a": [[-3.80, -0.29, 3.20], [0.03, -0.11, 0.09], [0.45, 0.16, -0.10], [-0.27, 0.56, -0.79], [-0.53, 0.19, 0.21], [1.86, -0.65, -1.01], [-0.20, 0.33, 0.29], [0.14, -0.08, 0.10], [0.06, 0.07, 0.13], [-0.01, 0.03, 0.03], [0.02, -0.03, 0.03], [0.00, 0.04, 0.05], [-0.17, 0.13, -1.20], [-0.06, 0.01, -0.02], [0.01, -0.03, 0.01], [-0.26, 0.15, -0.04], [0.01, 0.01, -0.01], [-0.03, -0.01, 0.00], [0.00, -0.02, -0.01], [-0.02, -0.05, 0.00], [0.01, 0.00, 0.06], [0.23, -0.12, -0.46], [0.06, 0.08, -0.13], [0.09, 0.04, 0.05], [-0.22, 0.03, -0.09], [-0.03, 0.01, 0.04], [0.03, 0.00, 0.01], [-0.02, -0.01, 0.00], [0.00, -0.01, 0.02], [0.01, 0.03, -0.05], [0.02, -0.02, -0.04], [0.05, 0.02, 0.04], [-0.05, -0.06, 0.07], [-0.01, 0.04, -0.01], [0.00, 0.01, -0.05], [-0.05, -0.01, -0.01], [0.12, -0.04, 0.00], [-0.07, 0.05, 0.00], [0.00, 0.03, -0.04], [0.03, 0.07, 0.06], [-0.06, -0.11, 0.04], [-0.17, 0.08, 0.14], [0.06, -0.08, 0.04], [-0.03, 0.09, 0.02], [-0.04, -0.04, -0.06], [0.65, -0.32, -0.80], [0.17, 0.36, -0.78], [2.01, -0.56, 0.95], [0.01, -0.01, 0.00], [0.00, 0.02, 0.00], [-0.02, 0.02, 0.02], [-0.01, -0.04, 0.01], [0.01, -0.02, 0.00], [-0.02, 0.03, -0.01], [-0.01, 0.02, -0.01], [-0.01, -0.02, -0.02], [0.00, -0.03, 0.01], [-0.01, 0.01, 0.01], [0.03, 0.01, 0.05]], "orbital_gap_ev": [6.745, 6.746], "total_energy_ev": -50218.9172, "charge": 1}

{"formula": "C3H7ClO3", "method": "ωB97M-V/def2-TZVPD", "symbols": ["C", "C", "Cl", "C", "O", "O", "O", "H", "H", "H", "H", "H", "H", "H"], "positions_angstrom": [[0.54083, -1.50763, 0.32943], [0.98214, -0.28712, -0.52766], [2.60026, 0.11495, -0.09772], [0.00645, 0.87630, 0.01536], [0.46221, 2.32552, -0.34436], [-0.06771, 0.74392, 1.32169], [-1.22667, 0.64418, -0.64118], [0.77999, -1.19434, 1.41036], [1.14259, -2.42751, 0.12370], [-0.53251, -1.62198, 0.11475], [0.83333, -0.44595, -1.54300], [0.68587, 2.25750, -1.20861], [-0.50780, 1.41721, 1.84074], [-1.18012, 1.00805, -1.51889]], "forces_ev_per_a": [[1.06, 0.24, 0.57], [-1.63, 0.52, 3.79], [1.55, 0.30, -0.23], [1.01, 1.60, -3.09], [-2.01, -2.85, 4.94], [0.02, -0.15, 1.35], [-0.06, 0.08, 1.26], [-0.75, -0.88, -1.70], [-0.64, 0.78, -0.18], [0.39, -0.42, 0.52], [-0.01, -0.06, -1.90], [1.36, -0.02, -4.32], [-0.29, 0.58, -0.52], [0.00, 0.29, -0.49]], "smiles": "C[C@H](Cl)C(O)(O)O", "orbital_gap_ev": 10.818, "total_energy_ev": -21888.5945, "charge": 0}

- The lowest charge belongs to which entry?
  C47H55CrN7O2SSe

- The lowest charge belongs to which entry?
  C47H55CrN7O2SSe